Entry from OMol25: an isolated molecule of C7H13N3O5 in a non-equilibrium geometry (wB97M-V/def2-TZVPD).

Positions of all 28 atoms, in Å:
1 O 2.861 -1.932 -0.623
2 O 2.554 1.266 1.770
3 O -1.070 -0.337 -1.985
4 O -3.443 -0.504 1.858
5 O 2.334 1.570 -0.424
6 N 0.698 -0.470 -0.735
7 N -0.569 2.422 -0.661
8 N -2.982 -1.418 -0.144
9 C -3.048 -0.364 0.718
10 C -0.511 0.028 -0.993
11 C 2.469 -1.557 0.742
12 C -2.504 0.962 0.192
13 C -0.962 1.175 -0.004
14 C 1.435 -0.433 0.663
15 C 2.219 0.858 0.691
16 H 2.123 0.917 -1.198
17 H -2.812 1.853 0.781
18 H 0.490 2.512 -0.554
19 H -3.028 1.132 -0.852
20 H -3.277 -2.340 0.322
21 H 3.644 -2.393 -0.512
22 H 1.071 -0.505 1.705
23 H 1.087 -1.091 -1.407
24 H -0.490 1.112 0.919
25 H -0.684 2.399 -1.633
26 H 1.926 -2.426 1.153
27 H 3.316 -1.164 1.301
28 H -2.846 -1.273 -1.090

Molecular weight   219.2 g mol⁻¹
2S+1   1
Highest occupied orbital energy   -9.55 eV
Charge   0
SMILES   NC(=O)C[C@H](N)C(=O)N[C@@H](CO)C(=O)O
HOMO-LUMO gap   9.74 eV


Entry from OMol25: a structure of composition C29H41IIrN5O2 (wB97M-V/def2-TZVPD).

Positions of all 79 atoms, in Å:
1 Ir -0.166 0.507 0.532
2 I -2.428 1.581 -0.323
3 O 0.187 -0.900 -1.475
4 O -1.050 -4.642 1.689
5 N -1.645 -1.231 0.747
6 N 1.267 1.670 -3.770
7 N 1.742 -0.247 1.284
8 N -0.391 1.110 2.551
9 N 1.197 -4.159 -2.449
10 C -4.950 -1.423 2.503
11 C 1.560 2.836 -4.667
12 C 1.561 -2.136 -3.676
13 C 1.745 -0.074 2.773
14 C -0.326 -4.339 -0.571
15 C 1.256 4.683 0.312
16 C 0.997 1.178 3.126
17 C 0.558 2.745 -1.560
18 C 1.125 5.059 -1.007
19 C 0.983 -2.866 -2.517
20 C -1.045 -5.241 0.400
21 C -1.095 0.036 3.330
22 C 0.617 2.347 -0.189
23 C 0.198 -2.158 -1.496
24 C -0.523 -2.982 -0.568
25 C 1.974 -1.686 1.017
26 C -3.676 -1.763 2.073
27 C -4.840 0.647 1.280
28 C 2.921 0.493 0.749
29 C 0.752 4.088 -1.911
30 C 0.614 -4.875 -1.492
31 C -1.590 -2.411 0.253
32 C -5.535 -0.228 2.105
33 C -2.970 -0.903 1.239
34 C -1.145 2.350 2.916
35 C 2.534 1.161 -3.176
36 C -3.568 0.295 0.867
37 C 0.972 3.376 0.688
38 C 0.172 1.864 -2.718
39 H 2.861 -2.020 1.559
40 H 2.139 -1.833 -0.045
41 H -2.469 -3.047 0.340
42 H 0.920 1.301 4.208
43 H 2.889 1.532 1.057
44 H 2.622 -1.930 -3.500
45 H 2.219 2.487 -5.459
46 H -5.487 -2.094 3.159
47 H -0.678 2.268 -3.271
48 H -0.966 0.247 4.392
49 H 2.977 1.967 -2.595
50 H 1.113 -2.266 1.350
51 H 1.285 -0.949 3.226
52 H -5.290 1.582 0.972
53 H 1.509 2.041 2.728
54 H -1.065 2.489 3.994
55 H 3.211 0.871 -3.976
56 H -2.078 -5.375 0.059
57 H 3.836 0.027 1.118
58 H 0.868 -5.929 -1.456
59 H -6.530 0.031 2.441
60 H 1.038 -1.202 -3.863
61 H 0.569 4.394 -2.932
62 H 0.632 3.207 -5.095
63 H 2.062 3.610 -4.097
64 H 1.511 -2.778 -4.555
65 H 1.283 6.081 -1.321
66 H 2.302 0.311 -2.542
67 H -0.584 -6.229 0.403
68 H -0.073 0.857 -2.412
69 H -3.211 -2.685 2.406
70 H 1.030 3.206 1.742
71 H -2.149 0.071 3.107
72 H -2.193 2.219 2.660
73 H 0.888 0.952 -4.389
74 H 2.773 -0.038 3.135
75 H 2.905 0.453 -0.336
76 H -0.710 -0.952 3.104
77 H -0.720 -5.269 2.342
78 H -0.756 3.222 2.407
79 H 1.533 5.405 1.069

Molecular weight   810.8 g mol⁻¹
2S+1   2
Highest occupied orbital energy (spin up / spin down)   -16.70 / -16.70 eV
Charge   +3
Expectation value of S²   0.78
HOMO-LUMO gap (spin up / spin down)   8.14 / 5.77 eV